Computed, not measured: C27H34BrN5O2PtS2Si as an isolated structure at a distorted geometry, with ωB97M-V/def2-TZVPD.

Atoms and positions in Å:
Pt 0.3652 0.6800 -0.8199
O 4.3523 4.4846 -1.7910
C 3.0407 4.8282 -1.7660
C 2.5985 6.1475 -1.7715
C 1.2443 6.4254 -1.7290
C 0.3139 5.3980 -1.6658
C 0.7479 4.0814 -1.6699
C 2.0991 3.7957 -1.7254
C 2.6006 2.3476 -1.7676
O 1.7230 1.4609 -2.2427
N 3.0477 2.0073 -0.4094
N 2.5152 0.9741 0.1857
C 2.9640 0.4920 1.3023
C 2.4962 -0.7217 1.8721
Br 1.0834 -1.5809 0.9132
C 3.0200 -1.2266 3.0262
C 2.8483 -2.4713 3.7135
C 3.1602 -2.4799 5.0900
C 3.0549 -3.6319 5.8328
C 2.6865 -4.8231 5.2185
C 2.4359 -4.8480 3.8509
C 2.4988 -3.6905 3.1036
H 4.9049 5.2672 -1.9189
H 3.3201 6.9506 -1.8153
H 0.9166 7.4541 -1.7435
H -0.7412 5.6233 -1.6287
H 0.0385 3.2550 -1.6624
H 3.5192 2.3558 -2.3916
H 3.8677 2.4797 -0.0386
H 3.7845 0.9826 1.8209
H 3.7078 -0.5515 3.5273
H 3.4580 -1.5602 5.5699
H 3.2769 -3.6145 6.8870
H 2.6129 -5.7299 5.7972
H 2.2066 -5.7847 3.3677
H 2.3393 -3.7360 2.0378
C -4.1562 -2.3791 2.3624
Si -4.9825 -1.2057 1.1076
C -5.3514 -1.9724 -0.5979
C -6.5661 -0.4023 1.7872
C -3.6724 0.1991 0.8946
C -3.9044 1.4681 1.3956
C -2.9292 2.4554 1.3183
C -1.7218 2.1437 0.7276
N -1.4753 0.9364 0.2167
C -2.4232 -0.0205 0.2847
S -2.0465 -1.5494 -0.4110
H -4.7969 -3.2282 2.5754
H -3.9627 -1.8710 3.3043
H -3.2126 -2.7660 1.9864
H -6.2138 -2.6291 -0.5341
H -4.5161 -2.5645 -0.9605
H -5.5752 -1.2046 -1.3350
H -7.3299 -1.1604 1.9222
H -6.9707 0.3374 1.1028
H -6.4097 0.0663 2.7535
H -4.8590 1.6963 1.8431
H -3.1056 3.4462 1.7019
H -0.9279 2.8797 0.6568
C 2.0824 -0.5956 -5.2977
N 1.0981 -0.2877 -4.2837
C 0.2719 -1.1519 -3.7136
S -0.9912 -0.4724 -2.7246
N 0.3160 -2.4453 -3.9762
C -0.5774 -3.4613 -3.4742
H 2.4617 0.3418 -5.6949
H 1.6286 -1.1503 -6.1200
H 2.9245 -1.1637 -4.8950
H 1.1540 0.6303 -3.8434
H 1.0423 -2.7752 -4.6011
H -1.3355 -3.0160 -2.8342
H -0.0124 -4.1946 -2.8983
H -1.0621 -3.9737 -4.3052

## Properties
frontier orbital gap (alpha / beta) = 2.948 / 2.983 eV
relative energy (zero: lowest compared OMol25 entry of this formula, charge and spin) = 426.9 kJ/mol
net charge = +2
lowest unoccupied orbital energy (alpha / beta) = -9.245 / -9.217 eV